# 1
# CHBrF2O

2 unconnected molecules or ions with the total composition CHBrF2O (the ωB97M-V functional and the def2-TZVPD basis, the Open Molecules 2025 dataset).

```
6
Properties=species:S:1:pos:R:3:mulliken_charge:R:1
C -0.33 0.10 -0.01 0.66
O 0.08 -0.85 -0.78 -0.35
F -0.30 1.42 -0.41 -0.14
F 1.34 0.19 0.94 -0.56
Br -1.82 -0.06 1.13 0.00
H 1.03 -0.80 -0.86 0.39
```

Calculated values
E ... -78576.163 eV
Frontier orbital gap ... 11.47 eV

=====

# 2
# Cl2NO2S

2 unconnected molecules or ions with the total composition Cl2NO2S (the ωB97M-V functional and the def2-TZVPD basis, the Open Molecules 2025 dataset).

```
6
Properties=species:S:1:pos:R:3:mulliken_charge:R:1
N -3.16 -0.46 -0.15 -0.36
O 1.93 -0.02 1.00 -0.34
O 3.57 0.65 -0.82 -0.42
S 2.35 -0.09 -0.41 0.73
Cl -2.88 1.23 -0.22 -0.30
Cl -1.82 -1.31 0.60 -0.31
```

Calculated values
Charge ... -1
E ... -41463.342 eV
Frontier orbital gap ... 3.28 eV

=====

# 3
# C7H17N3

A molecular structure, C7H17N3 (the ωB97M-V functional and the def2-TZVPD basis, the Open Molecules 2025 dataset).

```
27
Properties=species:S:1:pos:R:3:mulliken_charge:R:1
C 0.84 -1.40 1.31 -1.21
C 1.44 -1.51 -1.00 -1.18
N 0.60 -0.85 -0.02 0.34
C -1.25 -0.67 -0.23 -0.49
C -2.23 -1.43 0.38 -1.03
H -1.26 -0.72 -1.32 0.29
H 0.69 -2.48 1.31 0.35
H 0.13 -0.97 2.02 0.36
H 1.86 -1.19 1.65 0.35
H 1.38 -0.98 -1.96 0.35
H 2.49 -1.51 -0.68 0.34
H 1.11 -2.54 -1.16 0.32
H -2.34 -1.43 1.45 0.22
H -2.79 -2.15 -0.18 0.26
C 1.39 1.67 0.76 -1.71
C 0.44 1.02 -0.20 0.86
N 0.60 1.39 -1.52 -0.35
N -1.92 1.72 -0.46 -0.56
C -1.01 0.81 0.22 -0.16
H 1.22 2.14 -1.76 0.20
H -0.16 1.17 -2.15 0.27
H -2.63 1.17 -0.94 0.30
H -2.40 2.33 0.20 0.27
H -1.09 0.87 1.31 0.37
H 2.42 1.56 0.40 0.39
H 1.32 1.23 1.75 0.37
H 1.13 2.73 0.85 0.47
```

Calculated values
E ... -12001.747 eV
Frontier orbital gap ... 7.10 eV

=====

# 4
# C16H29N4O2PtSi2

A molecular structure, C16H29N4O2PtSi2 (the ωB97M-V functional and the def2-TZVPD basis, the Open Molecules 2025 dataset).

```
54
Properties=species:S:1:pos:R:3:mulliken_charge:R:1
Pt -0.47 0.21 -0.42 0.26
C 3.58 -1.43 -2.01 -1.19
Si 2.48 0.11 -1.87 0.04
C 3.58 1.63 -1.93 -1.06
C 1.48 0.01 -3.45 -1.07
N 1.51 -0.02 -0.44 0.12
C 2.00 -0.53 0.75 0.46
C 3.35 -0.57 1.10 -0.34
C 3.79 -1.16 2.29 -0.86
C 2.86 -1.72 3.14 -1.01
C 1.50 -1.66 2.83 -0.16
C 1.04 -1.06 1.66 0.47
N -0.31 -0.88 1.31 0.00
Si -1.45 -0.89 2.61 -0.05
C -0.86 0.21 4.02 -1.11
C -3.16 -0.21 2.24 -1.13
C -1.85 -2.62 3.26 -1.11
H 4.12 -1.41 -2.96 0.34
H 2.94 -2.32 -2.01 0.28
H 4.30 -1.55 -1.21 0.41
H 4.12 1.67 -2.88 0.33
H 4.31 1.66 -1.12 0.36
H 2.94 2.52 -1.86 0.27
H 2.18 -0.14 -4.28 0.41
H 0.91 0.92 -3.65 0.27
H 0.80 -0.84 -3.42 0.27
H 4.08 -0.11 0.45 0.26
H 4.84 -1.17 2.53 0.35
H 3.17 -2.19 4.07 0.35
H 0.80 -2.10 3.52 0.19
H -0.66 1.21 3.62 0.28
H 0.04 -0.14 4.51 0.43
H -1.65 0.31 4.78 0.33
H -3.14 0.84 1.94 0.26
H -3.69 -0.28 3.19 0.41
H -3.75 -0.75 1.51 0.41
H -1.02 -3.17 3.70 0.38
H -2.25 -3.23 2.44 0.29
H -2.64 -2.54 4.02 0.34
C -4.19 1.04 -2.43 -1.48
C -2.84 1.07 -1.78 0.54
N -2.45 0.19 -0.91 0.04
O -3.24 -0.95 -0.83 -0.56
C -1.86 2.04 -2.12 0.36
C -2.12 3.31 -2.87 -1.50
N -0.62 1.71 -1.75 0.28
O 0.34 2.48 -2.04 -0.67
H -4.60 0.03 -2.42 0.43
H -4.12 1.39 -3.46 0.37
H -4.88 1.69 -1.89 0.28
H -2.69 -1.53 -0.28 0.38
H -3.14 3.65 -2.71 0.38
H -1.96 3.19 -3.95 0.26
H -1.42 4.07 -2.53 0.41
```

Calculated values
Charge ... -1
E ... -46122.970 eV
Frontier orbital gap ... 6.10 eV

=====

# 5
# C20H34Cl2N3O2

2 unconnected molecules or ions with the total composition C20H34Cl2N3O2 (the ωB97M-V functional and the def2-TZVPD basis, the Open Molecules 2025 dataset).

```
61
Properties=species:S:1:pos:R:3:mulliken_charge:R:1
C 6.20 -3.00 0.58 -0.72
O 6.47 -2.24 -0.57 -0.32
C 5.59 -2.47 -1.65 -0.61
C 5.30 -1.17 -2.40 -0.67
C 5.08 0.03 -1.46 -0.51
C 3.87 0.88 -1.86 -1.12
C 2.54 0.14 -1.61 -0.10
C 1.97 0.40 -0.20 -1.33
C 0.55 0.97 -0.21 0.02
C -0.51 -0.04 -0.68 -0.79
C -1.88 0.19 -0.01 -0.47
C -2.94 0.84 -0.91 -1.31
C -4.06 -0.05 -1.40 0.31
N -4.46 -1.13 -0.37 -0.19
C -5.37 -1.97 -0.81 0.31
N -6.50 -2.28 -0.14 -0.35
N -5.12 -2.53 -2.08 -0.35
C -4.85 -1.46 -3.06 -0.37
O -3.76 -0.67 -2.61 -0.37
H 6.75 -2.56 1.41 0.25
H 5.13 -2.99 0.83 0.30
H 6.52 -4.04 0.47 0.31
H 6.06 -3.19 -2.33 0.36
H 4.66 -2.92 -1.30 0.35
H 4.37 -1.35 -2.95 0.30
H 6.10 -0.95 -3.10 0.42
H 4.91 -0.32 -0.44 0.24
H 5.98 0.64 -1.48 0.41
H 3.95 1.21 -2.90 0.32
H 3.88 1.78 -1.24 0.44
H 1.80 0.40 -2.37 0.36
H 2.73 -0.93 -1.69 0.24
H 1.95 -0.54 0.36 0.36
H 2.62 1.08 0.36 0.45
H 0.29 1.25 0.81 0.07
H 0.52 1.87 -0.83 0.22
H -0.63 -0.01 -1.77 0.34
H -0.16 -1.04 -0.41 0.36
H -1.73 0.86 0.84 0.22
H -2.22 -0.76 0.42 0.55
H -3.35 1.73 -0.45 0.53
H -2.44 1.17 -1.82 0.41
H -4.97 0.54 -1.55 0.38
H -4.70 -0.72 0.53 0.26
H -7.39 -2.18 -0.60 0.24
H -6.49 -2.64 0.80 0.25
H -4.23 -3.02 -2.00 0.35
H -4.55 -1.92 -3.99 0.32
H -5.75 -0.87 -3.23 0.37
Cl -1.01 4.08 1.46 -0.15
C -1.27 3.46 3.05 0.28
C -2.51 3.54 3.67 0.31
Cl -3.86 4.26 2.86 -0.20
C -2.68 3.04 4.95 -0.44
C -1.62 2.46 5.61 -0.45
C -0.38 2.36 5.00 -0.61
C -0.20 2.87 3.72 -0.39
H -3.65 3.12 5.42 0.42
H -1.76 2.07 6.62 0.38
H 0.46 1.91 5.51 0.39
H 0.76 2.81 3.23 0.45
```

Calculated values
Charge ... +1
E ... -54893.863 eV
Frontier orbital gap ... 6.37 eV

=====

# 6
# C3H19NO7

6 unconnected molecules or ions with the total composition C3H19NO7 (the ωB97M-V functional and the def2-TZVPD basis, the Open Molecules 2025 dataset).

```
30
Properties=species:S:1:pos:R:3:mulliken_charge:R:1
O 0.35 -1.97 -0.42 -0.33
C -0.76 -2.52 0.30 -0.81
C -1.54 -1.34 1.09 -0.42
N -1.88 -0.31 0.06 -0.24
C -2.27 0.98 0.55 -0.46
O -1.39 2.05 0.14 -0.51
H 1.04 -1.71 0.20 0.25
H -1.33 -2.94 -0.54 0.32
H -0.53 -3.31 0.99 0.38
H -2.41 -1.93 1.32 0.28
H -0.98 -0.81 1.88 0.39
H -1.47 -0.45 -0.83 0.26
H -3.24 1.28 0.09 0.25
H -2.46 0.91 1.64 0.39
H -0.89 1.62 -0.59 0.27
O 1.99 2.13 -0.93 -0.61
H 1.56 2.57 -1.68 0.30
H 1.32 2.29 -0.26 0.29
O 2.51 -2.09 -2.13 -0.61
H 2.96 -1.79 -1.35 0.29
H 1.61 -1.87 -2.33 0.29
O 1.81 -0.12 1.79 -0.67
H 2.24 0.35 1.03 0.30
H 1.66 0.62 2.43 0.42
O 0.45 1.09 -3.03 -0.56
H 1.24 0.57 -3.21 0.32
H -0.26 0.82 -3.64 0.27
O 0.60 1.84 2.66 -0.69
H -0.12 2.38 3.01 0.35
H 0.19 1.67 1.78 0.30
```

Calculated values
SMILES string ... OCCNCO.O.O.O.O.O
E ... -19240.237 eV
Frontier orbital gap ... 9.21 eV

=====

# 7
# C5H37N2O13

14 unconnected molecules or ions with the total composition C5H37N2O13 (the ωB97M-V functional and the def2-TZVPD basis, the Open Molecules 2025 dataset).

```
57
Properties=species:S:1:pos:R:3:mulliken_charge:R:1
C 2.12 -0.47 0.12 -0.74
C 1.04 -0.96 1.03 -0.60
C -0.36 -0.50 0.77 0.59
C -0.91 0.78 0.80 -1.15
C -1.89 -2.35 0.86 -0.42
N -1.25 -1.56 0.13 0.18
N 1.99 -1.12 -1.27 0.30
H 2.20 0.68 0.16 0.13
H 3.01 -0.82 0.57 0.52
H 1.18 -0.63 2.08 0.52
H 1.10 -2.11 1.05 0.10
H -0.42 1.62 1.27 0.12
H -1.92 0.89 0.67 0.48
H -1.99 -2.07 2.01 0.14
H -2.34 -3.25 0.76 0.45
H 2.98 -1.14 -1.65 0.43
H 1.60 -2.05 -1.37 -0.07
H 1.40 -0.54 -1.86 0.24
H -2.55 3.85 1.45 0.31
H -1.90 3.74 0.05 0.26
O -2.75 3.56 0.50 -0.63
H -0.89 -1.89 -4.07 0.30
H -1.15 -1.34 -2.63 0.35
O -0.50 -2.02 -3.18 -0.71
H -2.91 -0.19 -0.98 0.25
H -4.02 0.37 -1.66 0.33
O -3.10 0.13 -1.91 -0.59
H -1.20 3.10 -2.32 0.27
H -0.92 1.85 -1.35 0.27
O -0.74 2.27 -2.19 -0.58
H -0.18 0.65 4.20 0.27
H 0.16 1.81 2.92 0.30
O 0.15 0.84 3.23 -0.56
H -5.02 2.25 0.08 0.32
H -3.68 2.13 -0.57 0.30
O -4.45 1.67 -0.40 -0.65
H 4.06 0.00 3.48 0.29
H 3.62 -1.46 3.87 0.35
O 4.17 -0.82 3.12 -0.65
H -1.10 -3.87 3.02 0.32
H -0.23 -4.49 1.99 0.32
O -0.38 -3.62 2.46 -0.61
H 2.98 -4.65 -0.88 0.27
H 1.86 -3.78 -0.83 0.41
O 2.69 -3.98 -0.39 -0.58
H -0.55 -3.32 -1.62 0.36
H 0.52 -3.73 -2.50 0.30
O 0.34 -3.85 -1.58 -0.74
H -0.03 5.35 -0.94 0.28
H 0.75 4.00 -1.32 0.33
O 0.11 4.42 -0.70 -0.61
H 1.15 4.28 1.14 0.33
H 2.40 4.27 1.99 0.32
O 1.50 3.91 2.05 -0.62
H 2.16 1.59 -3.12 0.27
H 0.66 1.56 -3.40 0.28
O 1.44 1.00 -3.14 -0.63
```

Calculated values
Charge ... +1
E ... -35373.272 eV
Frontier orbital gap ... 8.91 eV

=====

Question: What is the formula in the third record?
Answer: C7H17N3

=====

Question: Number 1 is which compound?
Answer: CHBrF2O